C30H29F6N5O7PbS3 as an isolated structure at a distorted geometry, computed with the ωB97M-V functional and the def2-TZVPD basis.

Last column: Löwdin charge in e.
Geometry (Å):
Pb -0.626 -0.318 -1.465  1.49
O -2.099 -1.885 -0.787  -0.30
C -2.157 -2.992 -0.108  -0.37
C -3.265 -3.851 -0.304  -0.03
C -3.371 -5.070 0.328  -0.13
C -2.371 -5.509 1.192  -0.14
C -1.278 -4.687 1.403  -0.06
C -1.171 -3.439 0.800  -0.10
C 0.040 -2.638 1.074  -0.39
N 1.177 -3.182 1.067  0.11
C 2.388 -2.397 1.171  -0.20
C 2.483 -1.111 0.322  -0.24
N 1.842 -1.219 -0.988  -0.02
C 2.617 -1.492 -1.964  -0.11
C 2.309 -1.707 -3.363  -0.14
C 3.401 -1.842 -4.233  -0.08
C 3.248 -2.115 -5.571  -0.13
C 1.950 -2.284 -6.071  -0.11
C 0.859 -2.171 -5.248  -0.02
C 0.990 -1.863 -3.867  -0.38
O -0.065 -1.783 -3.130  -0.26
H -4.022 -3.518 -1.003  0.10
H -4.235 -5.699 0.137  0.08
H -2.440 -6.472 1.684  0.08
H -0.470 -5.002 2.051  0.10
H 0.494 -0.974 1.946  0.02
H 3.196 -3.068 0.861  0.10
H 2.579 -2.123 2.216  0.09
H 3.553 -0.892 0.196  0.10
H 2.051 -0.250 0.830  0.03
H 3.691 -1.592 -1.743  0.12
H 4.399 -1.724 -3.819  0.10
H 4.109 -2.197 -6.222  0.08
H 1.803 -2.505 -7.123  0.09
H -0.147 -2.294 -5.628  0.11
C -0.862 3.446 4.572  -0.08
C -1.469 2.352 3.694  -0.21
N -1.083 2.423 2.292  -0.12
C -1.953 3.103 1.343  -0.25
C -1.766 4.611 1.259  -0.08
C 0.156 2.014 1.915  -0.80
S 0.708 2.138 0.307  0.57
N 0.936 1.450 2.816  0.04
C 1.334 0.268 3.016  -0.11
O -0.210 -1.320 1.345  -0.03
C 2.335 -0.015 4.050  -0.22
C 3.670 -0.248 3.697  -0.06
C 4.615 -0.534 4.664  -0.11
C 4.251 -0.624 6.003  -0.13
C 2.925 -0.417 6.361  -0.12
C 1.977 -0.114 5.399  -0.06
H -1.123 3.279 5.619  0.06
H -1.227 4.431 4.282  0.05
H 0.223 3.435 4.482  0.06
H -2.560 2.407 3.730  0.11
H -1.188 1.373 4.084  0.10
H -2.982 2.853 1.615  0.12
H -1.756 2.676 0.361  0.05
H -2.033 5.112 2.190  0.05
H -2.389 5.012 0.454  0.06
H -0.726 4.833 1.018  0.07
H 3.953 -0.188 2.654  0.10
H 5.650 -0.685 4.380  0.09
H 4.992 -0.859 6.758  0.08
H 2.632 -0.487 7.403  0.09
H 0.943 0.048 5.681  0.10
F -5.066 3.487 -3.337  0.13
C -4.088 4.232 -2.822  -0.68
F -4.068 5.396 -3.477  0.12
F -4.401 4.495 -1.546  0.11
S -2.447 3.380 -2.891  0.56
O -2.652 2.149 -2.175  -0.35
O -1.540 4.344 -2.346  -0.28
N -2.392 3.231 -4.459  -0.30
S -1.328 2.336 -5.190  0.56
O -0.994 2.907 -6.463  -0.29
O -0.293 1.816 -4.343  -0.30
C -2.344 0.862 -5.659  -0.68
F -3.379 1.231 -6.423  0.12
F -2.827 0.234 -4.591  0.13
F -1.617 -0.010 -6.364  0.12

## Properties
ΔE to the lowest compared entry with this formula, charge and spin (kcal per mole): 50.0
LUMO (eV): 4.27
Total energy (a.u.): -3947.75228
Charge: -2
HOMO energy (eV): -2.185
Gap between HOMO and LUMO (eV): 6.457

C2H7BrLuNP as an isolated structure at a distorted geometry, computed with the ωB97M-V functional and the def2-TZVPD basis.

Last column: Löwdin charge in e.
Geometry (Å):
C 0.044 -0.878 0.973  -0.27
C -0.871 -0.131 -0.210  -0.26
N -0.732 1.369 -0.082  -0.31
P 0.519 2.037 -1.182  0.75
Br 2.535 0.989 -0.739  0.37
H -0.685 -1.446 1.694  0.11
H 0.706 -0.065 1.541  0.11
H 0.774 -1.600 0.372  -0.09
H -1.970 -0.534 -0.038  0.17
H -0.541 -0.556 -1.273  0.14
H -1.650 1.867 -0.177  0.13
H 0.255 1.626 -2.568  -0.01
Lu 1.617 -2.677 1.688  2.16

## Properties
LUMO (eV): -16.63
Total energy (a.u.): -4284.58993
Charge: +3
HOMO energy (eV): -19.661
Gap between HOMO and LUMO (eV): 3.027

C3H7O3Pb as an isolated structure at a distorted geometry, computed with the ωB97M-V functional and the def2-TZVPD basis.

Last column: Löwdin charge in e.
Geometry (Å):
O 1.678 0.522 0.177  -0.45
C 1.052 1.619 0.756  -0.34
C -0.173 1.177 1.553  -0.19
O -0.964 0.287 0.742  -0.43
C -2.088 0.870 0.096  -0.07
H 0.732 2.359 -0.007  0.12
H 1.717 2.163 1.454  0.13
H -0.795 2.019 1.887  0.14
H 0.139 0.583 2.424  0.13
H -2.870 1.083 0.837  0.10
H -1.798 1.790 -0.429  0.10
Pb 0.479 -0.927 -0.316  1.36
O -0.546 -1.968 -1.685  -0.72
H -2.393 0.132 -0.711  0.11

## Properties
Expectation value of S²: 0.768
ΔE to the lowest compared entry with this formula, charge and spin (kcal per mole): 0.0
LUMO (spin up / spin down) (eV): 0.49 / -0.36
Total energy (a.u.): -536.89848
2S+1: 2
HOMO energy (spin up / spin down) (eV): -7.609 / -8.769
Gap between HOMO and LUMO (spin up / spin down) (eV): 8.097 / 8.405

C20H37Br12F3N4O6 as an isolated structure at a distorted geometry, computed with the ωB97M-V functional and the def2-TZVPD basis.

Last column: Löwdin charge in e.
Geometry (Å):
C -0.441 -2.729 0.131  -0.01
C 0.569 -1.725 0.631  -0.62
O 0.297 -0.544 0.602  0.03
N 1.703 -2.225 1.061  0.02
C 2.834 -1.405 1.607  -0.03
H -0.889 -3.273 0.963  0.08
H 0.001 -3.319 -0.672  0.08
H -1.262 -2.224 -0.378  0.08
H 1.827 -3.205 0.851  0.13
H 3.678 -1.229 0.940  0.08
H 3.027 -1.894 2.562  0.08
H 2.496 -0.394 1.837  0.08
C -4.552 1.236 3.352  0.00
C -6.034 1.576 3.023  -0.60
O -6.864 1.756 3.846  0.08
N -6.241 1.862 1.748  0.00
C -7.458 2.500 1.234  -0.07
H -3.777 2.001 3.397  0.07
H -4.111 0.584 2.598  0.06
H -4.536 0.735 4.319  0.07
H -5.518 1.803 1.045  0.13
H -7.828 3.318 1.851  0.08
H -8.244 1.756 1.097  0.08
H -7.293 3.086 0.330  0.08
C -6.958 -1.760 -2.070  0.01
C -7.122 -0.662 -3.169  -0.55
O -6.133 -0.224 -3.804  -0.02
N -8.298 -0.086 -3.247  0.00
C -8.498 1.060 -4.186  -0.03
H -6.353 -1.314 -1.280  0.08
H -6.568 -2.720 -2.410  0.08
H -7.965 -1.925 -1.687  0.06
H -9.025 -0.371 -2.607  0.13
H -8.775 1.851 -3.490  0.08
H -9.327 0.745 -4.820  0.08
H -7.618 1.312 -4.777  0.08
C -2.456 3.789 -1.919  -0.01
C -2.055 4.640 -0.752  -0.60
O -2.430 5.807 -0.679  0.03
N -1.269 4.048 0.119  0.02
C -0.726 4.810 1.207  -0.08
H -3.404 4.118 -2.344  0.09
H -2.391 2.712 -1.763  0.07
H -1.634 3.966 -2.612  0.09
H -1.042 3.077 -0.040  0.14
H -0.360 4.168 2.008  0.08
H -1.280 5.619 1.683  0.09
H 0.274 5.192 1.003  0.08
C 11.554 3.228 -2.711  -0.08
C 10.312 3.255 -3.558  -0.21
O 9.086 2.876 -2.877  -0.02
C 8.232 3.932 -2.418  -0.24
O 8.194 4.986 -3.085  0.12
C 7.210 3.515 -1.347  -0.50
F 7.750 2.416 -0.701  0.11
F 6.976 4.464 -0.472  0.20
F 6.067 3.057 -1.946  0.15
H 11.961 2.296 -2.320  0.08
H 11.617 3.903 -1.857  0.08
H 12.304 3.625 -3.395  0.08
H 10.441 2.665 -4.466  0.13
H 10.224 4.297 -3.865  0.11
C 1.244 -1.878 6.838  -1.51
Br 2.079 -3.629 6.487  0.52
Br 2.503 -0.418 6.608  0.54
Br 0.350 -1.823 8.682  0.48
H 0.518 -1.625 6.065  -0.03
C 1.925 -6.130 -4.402  -1.42
Br 3.093 -4.540 -3.870  0.47
Br 2.995 -7.325 -5.533  0.51
Br 0.295 -5.581 -5.524  0.46
H 1.598 -6.694 -3.529  -0.02
C -3.740 -8.828 1.580  -1.57
Br -3.198 -7.858 3.215  0.51
Br -3.504 -7.699 0.040  0.56
Br -5.582 -9.548 1.762  0.53
H -3.019 -9.646 1.569  -0.03
C 8.061 -2.149 3.726  -1.40
Br 7.458 -2.403 5.675  0.48
Br 7.492 -3.650 2.472  0.47
Br 10.008 -1.746 3.375  0.50
H 7.525 -1.242 3.447  -0.05

## Properties
ΔE to the lowest compared entry with this formula, charge and spin (kcal per mole): 54.5
LUMO (eV): -1.10
Total energy (a.u.): -32642.38033
HOMO energy (eV): -9.361
Gap between HOMO and LUMO (eV): 8.261

Q: Which value of total energy does entry 4 give?
A: -32642.38033 a.u.

Q: The highest total energy belongs to which entry?
A: C3H7O3Pb

Q: The lowest total energy belongs to which entry?
A: C20H37Br12F3N4O6

What did the second record say?
C2H7BrLuNP as an isolated structure at a distorted geometry, computed with the ωB97M-V functional and the def2-TZVPD basis.

Last column: Löwdin charge in e.
Geometry (Å):
C 0.044 -0.878 0.973  -0.27
C -0.871 -0.131 -0.210  -0.26
N -0.732 1.369 -0.082  -0.31
P 0.519 2.037 -1.182  0.75
Br 2.535 0.989 -0.739  0.37
H -0.685 -1.446 1.694  0.11
H 0.706 -0.065 1.541  0.11
H 0.774 -1.600 0.372  -0.09
H -1.970 -0.534 -0.038  0.17
H -0.541 -0.556 -1.273  0.14
H -1.650 1.867 -0.177  0.13
H 0.255 1.626 -2.568  -0.01
Lu 1.617 -2.677 1.688  2.16

## Properties
LUMO (eV): -16.63
Total energy (a.u.): -4284.58993
Charge: +3
HOMO energy (eV): -19.661
Gap between HOMO and LUMO (eV): 3.027